Entry 1:
{"formula": "C32H46I3N3O14", "method": "wB97M-V/def2-TZVPD", "spin_multiplicity": 1, "charge": 0, "homo_ev": -8.74, "gap_ev": 8.22, "symbols": ["C", "C", "C", "C", "C", "N", "C", "O", "C", "C", "C", "C", "C", "C", "N", "C", "C", "O", "C", "C", "O", "N", "O", "C", "I", "C", "C", "I", "C", "C", "I", "C", "C", "O", "H", "H", "H", "H", "H", "H", "H", "H", "H", "H", "H", "H", "H", "H", "H", "H", "H", "H", "H", "H", "H", "H", "H", "H", "H", "H", "H", "H", "C", "O", "C", "O", "O", "C", "H", "H", "H", "H", "H", "H", "C", "O", "C", "O", "O", "C", "H", "H", "H", "H", "H", "H", "C", "O", "C", "O", "O", "C", "H", "H", "H", "H", "H", "H"], "coordinates": [[-0.29, 3.56, -0.39], [-0.18, 3.65, 1.14], [0.61, 2.47, 1.73], [-0.25, 1.30, 2.19], [0.47, 0.48, 3.28], [-0.71, 0.47, 1.06], [-1.99, -0.13, 1.16], [-3.03, 0.47, 1.11], [-1.77, -1.61, 1.25], [-2.61, -2.63, 1.66], [-4.02, -2.31, 2.10], [-5.11, -2.81, 1.13], [-6.42, -2.00, 1.26], [-7.02, -1.61, -0.09], [-7.77, -0.36, 0.00], [-8.94, -0.43, 0.77], [-9.58, 0.90, 1.10], [-9.41, -1.48, 1.16], [-2.07, -3.93, 1.67], [-2.90, -5.08, 2.16], [-2.34, -5.74, 3.31], [-2.11, -4.80, 4.33], [-2.15, -5.31, 5.38], [-0.75, -4.15, 1.23], [0.02, -6.09, 1.15], [0.09, -3.11, 0.81], [1.49, -3.31, 0.39], [2.83, -3.46, 2.00], [1.85, -3.36, -0.89], [0.82, -3.21, -1.98], [3.81, -3.62, -1.50], [-0.46, -1.84, 0.84], [0.16, -0.52, 0.51], [1.13, -0.28, -0.15], [-1.00, 4.30, -0.76], [-0.61, 2.56, -0.69], [0.69, 3.74, -0.84], [0.33, 4.57, 1.43], [-1.18, 3.65, 1.59], [1.13, 2.83, 2.63], [1.39, 2.13, 1.04], [-1.15, 1.73, 2.64], [0.16, 0.87, 4.26], [0.21, -0.58, 3.27], [1.55, 0.63, 3.22], [-4.17, -2.74, 3.09], [-4.10, -1.23, 2.21], [-5.32, -3.85, 1.36], [-4.75, -2.77, 0.10], [-7.15, -2.59, 1.80], [-6.25, -1.09, 1.84], [-7.67, -2.43, -0.42], [-6.24, -1.50, -0.84], [-8.00, 0.01, -0.92], [-9.61, 1.01, 2.18], [-8.99, 1.71, 0.68], [-10.59, 0.92, 0.70], [-3.01, -5.85, 1.40], [-3.89, -4.73, 2.46], [0.41, -2.20, -1.96], [0.00, -3.91, -1.81], [1.25, -3.37, -2.97], [5.25, -5.07, 7.70], [6.09, -3.93, 7.47], [6.09, -3.49, 6.21], [5.46, -3.97, 5.30], [6.89, -2.44, 6.14], [6.98, -1.86, 4.83], [5.35, -5.31, 8.75], [4.22, -4.84, 7.47], [5.59, -5.91, 7.10], [6.01, -1.51, 4.49], [7.38, -2.59, 4.12], [7.66, -1.02, 4.92], [2.61, 4.15, -3.97], [3.14, 5.47, -4.13], [3.03, 6.24, -3.06], [2.54, 5.92, -2.01], [3.56, 7.43, -3.34], [3.51, 8.37, -2.26], [2.76, 3.63, -4.91], [3.13, 3.61, -3.18], [1.54, 4.19, -3.75], [4.06, 8.00, -1.40], [2.48, 8.57, -1.98], [3.97, 9.28, -2.63], [3.40, 0.84, -9.70], [3.93, 2.15, -9.87], [3.82, 2.93, -8.79], [3.33, 2.62, -7.74], [4.36, 4.12, -9.08], [4.31, 5.06, -8.01], [3.55, 0.33, -10.64], [3.92, 0.31, -8.90], [2.33, 0.88, -9.47], [4.87, 4.69, -7.15], [3.28, 5.27, -7.72], [4.77, 5.97, -8.37]], "mulliken_charge": [-1.114, -0.603, -1.038, 0.222, -1.567, 0.656, -0.474, -0.673, 0.442, 0.596, -1.615, -0.590, -0.918, -0.611, -0.321, 0.638, -1.061, -0.573, 1.403, -1.499, -0.195, 0.328, -0.427, -0.051, 0.102, 0.809, -1.533, 0.240, 0.284, -1.065, 0.083, 0.414, -0.635, -0.595, 0.380, 0.296, 0.253, 0.397, 0.311, 0.444, 0.335, 0.657, 0.408, 0.363, 0.400, 0.496, 0.695, 0.350, 0.632, 0.350, 0.411, 0.220, 0.554, 0.290, 0.282, 0.319, 0.305, 0.512, 0.371, 0.203, 0.243, 0.459, -0.625, -0.322, 0.826, -0.538, -0.315, -0.580, 0.211, 0.296, 0.292, 0.265, 0.288, 0.208, -0.550, -0.231, 0.778, -0.545, -0.327, -0.625, 0.099, 0.310, 0.295, 0.291, 0.293, 0.214, -0.626, -0.338, 0.812, -0.554, -0.311, -0.607, 0.218, 0.295, 0.293, 0.279, 0.284, 0.249]}

Entry 2:
{"formula": "C32H46N3O4P2Ti", "method": "wB97M-V/def2-TZVPD", "relative_energy_kj_mol": 0.0, "spin_multiplicity": 1, "charge": 1, "homo_ev": -10.27, "gap_ev": 7.15, "symbols": ["Ti", "C", "C", "C", "P", "C", "C", "C", "C", "C", "C", "C", "C", "C", "C", "N", "C", "C", "C", "C", "C", "C", "C", "P", "C", "C", "C", "C", "C", "C", "H", "H", "H", "H", "H", "H", "H", "H", "H", "H", "H", "H", "H", "H", "H", "H", "H", "H", "H", "H", "H", "H", "H", "H", "H", "H", "H", "H", "H", "H", "H", "H", "H", "H", "H", "H", "H", "H", "H", "H", "O", "C", "O", "C", "O", "O", "C", "C", "N", "C", "C", "N", "H", "H", "H", "H", "H", "H"], "coordinates": [[-1.17, -0.22, -0.47], [2.02, -1.58, -4.51], [0.72, -1.45, -3.71], [0.00, -2.80, -3.61], [0.84, -0.65, -2.07], [1.84, 0.89, -2.21], [1.38, 1.73, -3.40], [3.35, 0.67, -2.21], [1.67, -1.72, -0.87], [2.45, -2.86, -1.08], [2.89, -3.64, -0.03], [3.75, -4.85, -0.26], [2.51, -3.28, 1.27], [1.72, -2.17, 1.50], [1.31, -1.38, 0.43], [0.45, -0.25, 0.62], [1.01, 0.94, 1.16], [2.38, 1.08, 1.40], [2.88, 2.29, 1.84], [2.07, 3.40, 2.06], [2.62, 4.72, 2.50], [0.70, 3.23, 1.86], [0.16, 2.02, 1.42], [-1.60, 1.64, 1.34], [-2.04, 1.33, 3.11], [-1.80, 2.51, 4.05], [-1.24, 0.13, 3.63], [-2.62, 2.99, 0.63], [-2.81, 4.29, 1.42], [-3.99, 2.41, 0.28], [1.82, -2.14, -5.42], [2.80, -2.11, -3.96], [2.42, -0.61, -4.80], [0.06, -0.77, -4.26], [0.63, -3.54, -3.10], [-0.20, -3.18, -4.61], [-0.95, -2.73, -3.08], [1.58, 1.44, -1.30], [1.63, 1.27, -4.36], [1.90, 2.69, -3.37], [0.31, 1.94, -3.39], [3.70, 0.23, -3.14], [3.68, 0.04, -1.39], [3.85, 1.64, -2.10], [2.73, -3.14, -2.09], [3.89, -5.04, -1.33], [3.31, -5.75, 0.18], [4.73, -4.72, 0.18], [2.84, -3.88, 2.11], [1.43, -1.89, 2.51], [3.05, 0.25, 1.22], [3.95, 2.38, 2.00], [3.67, 4.64, 2.77], [2.08, 5.10, 3.37], [2.54, 5.47, 1.71], [0.04, 4.06, 2.06], [-3.11, 1.10, 3.11], [-2.37, 3.41, 3.80], [-0.74, 2.78, 4.07], [-2.08, 2.21, 5.06], [-0.19, 0.42, 3.76], [-1.27, -0.74, 2.99], [-1.62, -0.15, 4.62], [-2.08, 3.22, -0.29], [-3.47, 4.14, 2.28], [-3.29, 5.01, 0.77], [-1.88, 4.74, 1.77], [-4.58, 2.24, 1.18], [-3.93, 1.46, -0.27], [-4.54, 3.11, -0.35], [-2.45, 2.10, -3.35], [-2.20, 1.19, -2.63], [-1.42, 1.28, -1.51], [-2.70, -0.28, -2.81], [-3.41, -0.63, -3.69], [-2.24, -1.05, -1.80], [-1.08, -3.82, -0.16], [-2.06, -3.05, 0.65], [-2.21, -1.74, 0.72], [-3.31, -1.51, 1.53], [-3.81, -2.69, 1.96], [-3.00, -3.65, 1.40], [-0.57, -3.18, -0.87], [-1.59, -4.60, -0.72], [-0.32, -4.27, 0.48], [-3.67, -0.52, 1.72], [-4.65, -2.93, 2.59], [-3.11, -4.65, 1.50]], "mulliken_charge": [-1.201, -1.282, 0.578, -1.404, 1.869, 1.334, -1.444, -1.579, -0.297, -0.475, 0.382, -1.721, -0.977, -0.501, -0.105, 1.723, -0.886, -0.413, -1.176, 0.510, -1.626, -0.545, -0.196, 0.609, 0.739, -1.369, -1.245, 0.863, -1.710, -1.591, 0.505, 0.113, 0.279, 0.533, 0.283, 0.537, 0.232, -0.529, 0.279, 0.465, 0.270, 0.283, 0.297, 0.497, 0.177, 0.382, 0.354, 0.331, 0.424, 0.572, 0.502, 0.365, 0.385, 0.369, 0.315, 0.317, 0.646, 0.270, 0.340, 0.475, 0.192, -0.063, 0.678, 0.363, 0.393, 0.478, 0.331, 0.423, 0.186, 0.431, -0.566, 0.644, 0.219, 0.294, -0.590, -0.384, -1.048, 0.139, 1.736, -0.858, -0.766, -0.042, -0.210, 0.489, 0.357, 0.388, 0.429, 0.221]}

Entry 3:
{"formula": "C32H47BGaN4O5", "method": "wB97M-V/def2-TZVPD", "spin_multiplicity": 1, "charge": -1, "homo_ev": -4.92, "gap_ev": 7.03, "symbols": ["C", "C", "O", "B", "O", "Ga", "C", "C", "C", "O", "O", "C", "O", "C", "C", "C", "C", "C", "C", "C", "C", "C", "C", "H", "H", "H", "H", "H", "H", "H", "H", "H", "H", "H", "H", "H", "H", "H", "H", "H", "H", "H", "H", "H", "H", "H", "H", "H", "H", "H", "N", "C", "C", "C", "C", "H", "H", "H", "H", "H", "N", "C", "C", "C", "C", "H", "H", "H", "H", "H", "N", "C", "C", "C", "C", "H", "H", "H", "H", "H", "N", "C", "C", "C", "C", "H", "H", "H", "H", "H"], "coordinates": [[3.82, 4.25, 1.16], [3.14, 2.93, 1.54], [4.05, 1.86, 1.76], [4.51, 1.22, 0.60], [5.21, 2.04, -0.27], [4.24, -0.81, 0.05], [4.69, -2.10, 1.60], [5.05, -3.54, 1.17], [6.02, -3.66, 0.04], [5.90, -4.41, -0.88], [7.13, -2.89, 0.14], [2.31, -1.25, -0.51], [1.36, -0.44, 0.22], [0.08, -0.88, 0.22], [-0.54, -1.23, -0.99], [-1.86, -1.68, -1.05], [-2.48, -2.06, -2.37], [-2.58, -1.75, 0.14], [-1.97, -1.41, 1.34], [-0.64, -0.96, 1.42], [-0.10, -0.68, 2.82], [0.99, 0.39, 2.94], [0.43, -1.99, 3.42], [3.86, 4.33, 0.08], [3.27, 5.11, 1.54], [4.85, 4.25, 1.50], [2.37, 2.68, 0.81], [2.62, 3.09, 2.49], [5.57, 1.50, -0.98], [5.27, -1.10, -1.18], [5.47, -1.70, 2.24], [3.76, -2.18, 2.17], [5.50, -4.08, 2.01], [4.16, -4.09, 0.88], [6.85, -1.97, 0.22], [2.13, -2.31, -0.31], [2.23, -1.10, -1.59], [0.02, -1.15, -1.91], [-2.08, -1.41, -3.15], [-2.21, -3.08, -2.64], [-3.56, -2.02, -2.30], [-3.61, -2.08, 0.12], [-2.53, -1.49, 2.26], [-0.95, -0.31, 3.39], [0.63, 1.38, 2.67], [1.28, 0.45, 3.99], [1.89, 0.15, 2.39], [1.39, -2.19, 2.96], [0.52, -1.92, 4.50], [-0.23, -2.81, 3.14], [-1.93, 1.97, 0.12], [-2.79, 2.96, -0.24], [-2.07, 4.12, -0.37], [-0.72, 3.81, -0.06], [-0.67, 2.47, 0.24], [-2.18, 1.00, 0.29], [-3.84, 2.76, -0.39], [-2.47, 5.08, -0.64], [0.13, 4.48, -0.06], [0.15, 1.83, 0.52], [0.16, 7.06, 1.75], [1.10, 6.86, 2.72], [1.92, 7.96, 2.74], [1.44, 8.87, 1.76], [0.35, 8.28, 1.16], [-0.56, 6.41, 1.51], [1.12, 5.95, 3.30], [2.76, 8.11, 3.40], [1.84, 9.83, 1.51], [-0.29, 8.62, 0.37], [-5.84, -0.77, -4.31], [-6.62, 0.07, -3.58], [-7.90, -0.42, -3.59], [-7.89, -1.61, -4.37], [-6.60, -1.80, -4.79], [-4.86, -0.66, -4.47], [-6.20, 0.95, -3.11], [-8.75, 0.03, -3.10], [-8.72, -2.25, -4.58], [-6.16, -2.58, -5.40], [-1.00, -6.49, -2.00], [-1.79, -5.64, -1.27], [-3.06, -6.15, -1.28], [-3.04, -7.35, -2.04], [-1.75, -7.53, -2.47], [-0.02, -6.35, -2.16], [-1.38, -4.76, -0.81], [-3.92, -5.71, -0.79], [-3.86, -8.01, -2.25], [-1.30, -8.31, -3.07]], "mulliken_charge": [-1.343, 0.218, -0.576, 0.659, -0.731, 0.134, -0.872, -0.388, 0.460, -0.594, -0.556, -1.212, 0.234, 0.498, -0.675, 0.965, -1.464, -1.216, -1.092, 1.082, 0.409, -1.619, -1.445, 0.311, 0.284, 0.380, 0.127, 0.284, 0.268, -0.553, 0.561, 0.184, 0.401, 0.203, 0.318, 0.548, 0.245, 0.378, 0.415, 0.200, 0.388, 0.468, 0.360, 0.479, 0.255, 0.507, 0.132, 0.171, 0.442, 0.402, 0.209, -0.730, -0.732, -0.846, 0.185, 0.167, 0.460, 0.395, 0.770, 0.089, 0.031, -0.587, -0.376, -0.493, -0.445, 0.269, 0.439, 0.395, 0.395, 0.373, 0.013, -0.486, -0.416, -0.401, -0.473, 0.214, 0.412, 0.391, 0.389, 0.366, 0.002, -0.678, -0.395, -0.536, -0.479, 0.214, 0.659, 0.434, 0.385, 0.384]}

Entry 4:
{"formula": "C32H47Cl36FINO10P3S2", "method": "wB97M-V/def2-TZVPD", "spin_multiplicity": 1, "charge": -1, "homo_ev": -4.64, "gap_ev": 6.01, "symbols": ["C", "C", "C", "I", "C", "P", "P", "O", "O", "O", "O", "P", "C", "C", "F", "C", "O", "O", "N", "C", "C", "C", "C", "C", "C", "C", "C", "C", "O", "C", "S", "C", "C", "C", "S", "O", "O", "O", "H", "H", "H", "H", "H", "H", "H", "H", "H", "H", "H", "H", "H", "H", "H", "H", "H", "H", "H", "H", "H", "H", "H", "H", "H", "H", "H", "H", "H", "H", "H", "H", "H", "H", "H", "C", "Cl", "Cl", "Cl", "H", "C", "Cl", "Cl", "Cl", "H", "C", "Cl", "Cl", "Cl", "H", "C", "Cl", "Cl", "Cl", "H", "C", "Cl", "Cl", "Cl", "H", "C", "Cl", "Cl", "Cl", "H", "C", "Cl", "Cl", "Cl", "H", "C", "Cl", "Cl", "Cl", "H", "C", "Cl", "Cl", "Cl", "H", "C", "Cl", "Cl", "Cl", "H", "C", "Cl", "Cl", "Cl", "H", "C", "Cl", "Cl", "Cl", "H"], "coordinates": [[4.13, -4.23, -1.98], [3.58, -2.80, -1.90], [2.06, -2.56, -2.16], [0.97, -4.42, -1.97], [1.47, -1.38, -1.35], [-0.24, -0.74, -2.04], [-1.49, -2.12, -3.12], [-2.16, -3.12, -2.26], [-0.82, -2.84, -4.44], [-2.68, -1.22, -3.77], [2.14, -0.15, -1.48], [2.48, 0.75, 0.02], [0.81, 1.70, -0.07], [0.45, 2.33, -1.41], [-0.93, 2.22, -1.67], [3.31, 2.31, -0.80], [2.91, 3.54, -0.15], [3.04, 4.56, -1.16], [2.90, 1.56, 1.57], [2.48, 1.23, 2.71], [1.07, 1.48, 3.28], [3.44, 0.68, 3.78], [4.25, 0.00, -0.21], [4.89, 0.00, -1.46], [6.16, -0.51, -1.66], [6.89, -1.04, -0.60], [6.28, -1.05, 0.65], [4.99, -0.57, 0.82], [1.91, -0.60, 0.95], [1.27, -1.60, 0.25], [-0.56, -1.75, 0.63], [1.83, -2.91, 0.90], [1.90, -2.87, 2.46], [1.34, -4.20, 3.04], [-0.42, -4.20, 3.40], [-0.96, -2.91, 3.68], [-0.58, -5.08, 4.53], [-1.11, -4.92, 2.16], [3.92, -4.85, -1.11], [3.89, -4.75, -2.92], [5.22, -4.13, -2.00], [4.11, -2.25, -2.68], [3.82, -2.43, -0.90], [1.96, -2.28, -3.21], [0.20, 0.16, -3.02], [-0.05, -2.31, -4.68], [-2.90, -1.58, -4.63], [0.72, 2.47, 0.70], [0.01, 0.98, 0.16], [1.03, 1.96, -2.26], [0.64, 3.41, -1.36], [3.21, 2.38, -1.89], [4.36, 2.27, -0.51], [3.22, 5.36, -0.66], [0.87, 2.54, 3.09], [1.01, 1.31, 4.35], [0.33, 0.92, 2.69], [3.37, -0.41, 3.85], [3.17, 1.10, 4.76], [4.47, 0.99, 3.58], [4.38, 0.42, -2.33], [6.58, -0.52, -2.65], [7.89, -1.43, -0.76], [6.85, -1.46, 1.48], [4.58, -0.65, 1.82], [-0.83, -3.04, 0.36], [1.11, -3.70, 0.70], [2.78, -3.24, 0.47], [1.30, -2.06, 2.88], [2.95, -2.85, 2.75], [1.84, -4.49, 3.97], [1.49, -5.00, 2.31], [-2.02, -4.58, 2.07], [-0.01, 0.21, -6.92], [1.71, -0.20, -7.01], [-0.96, -0.89, -7.92], [-0.56, 0.17, -5.24], [-0.14, 1.21, -7.30], [-4.37, -2.44, 3.07], [-3.49, -2.65, 1.55], [-4.09, -0.82, 3.72], [-6.09, -2.74, 2.84], [-3.99, -3.16, 3.79], [7.97, 2.73, -3.38], [6.59, 2.96, -4.46], [8.55, 4.29, -2.76], [7.55, 1.62, -2.07], [8.77, 2.28, -3.96], [5.99, 6.55, 1.22], [4.84, 7.37, 0.16], [5.33, 6.42, 2.86], [6.39, 4.96, 0.58], [6.89, 7.14, 1.27], [4.83, -7.11, 1.37], [6.19, -7.34, 0.27], [4.73, -5.42, 1.88], [3.32, -7.61, 0.63], [5.00, -7.72, 2.25], [-7.40, 0.96, 0.92], [-5.93, 0.05, 1.18], [-8.83, -0.07, 1.11], [-7.50, 2.34, 2.02], [-7.40, 1.34, -0.09], [6.73, -4.03, 5.04], [6.36, -2.98, 6.41], [6.63, -3.15, 3.52], [8.33, -4.77, 5.24], [6.00, -4.83, 5.02], [-11.27, 1.37, -1.42], [-9.92, 2.43, -0.99], [-12.74, 2.31, -1.65], [-10.89, 0.43, -2.86], [-11.43, 0.69, -0.60], [-9.32, 6.17, 2.82], [-7.82, 5.29, 3.10], [-10.71, 5.10, 2.99], [-9.47, 7.56, 3.91], [-9.30, 6.54, 1.80], [-13.69, 0.99, 2.19], [-11.96, 0.76, 1.92], [-14.63, -0.15, 1.23], [-14.08, 0.83, 3.91], [-13.95, 1.99, 1.88], [-4.75, 8.11, 2.39], [-3.88, 9.57, 2.87], [-3.90, 6.66, 2.93], [-6.40, 8.13, 3.02], [-4.80, 8.09, 1.31], [-5.13, 0.42, -8.18], [-4.66, -0.65, -6.86], [-3.77, 0.74, -9.26], [-6.48, -0.27, -9.09], [-5.46, 1.36, -7.76]], "mulliken_charge": [-2.029, 1.287, -1.157, 0.089, 1.332, 0.352, 1.105, -0.608, -0.517, -0.381, -0.815, 2.032, -0.297, -0.575, -0.413, -1.117, -0.114, -0.494, -0.385, 0.899, -1.394, -1.545, -0.439, 0.649, -1.414, -0.805, -0.832, 0.008, -0.237, -0.099, 0.095, -1.403, -0.291, -1.160, 1.402, -0.527, -0.769, -0.428, 0.300, 0.435, 0.458, 0.446, -0.852, 0.830, -0.799, 0.338, 0.274, 0.664, 0.364, 0.169, 0.293, 0.419, 0.559, 0.245, 0.355, 0.488, 0.206, 0.107, 0.592, 0.272, 0.097, 0.776, 0.470, 0.215, 0.140, 0.271, 0.732, -0.452, 0.255, 0.198, 0.466, 0.390, 0.306, -0.120, -0.139, -0.125, 0.060, 0.384, -0.201, 0.002, -0.089, -0.090, 0.366, -0.062, -0.131, -0.144, -0.016, 0.343, -0.056, -0.152, -0.129, -0.022, 0.343, -0.220, -0.131, 0.012, -0.100, 0.393, -0.074, 0.056, -0.131, -0.075, 0.252, 0.043, -0.134, 0.013, -0.145, 0.208, 0.388, -0.102, -0.142, -0.134, -0.024, 0.019, -0.068, -0.114, -0.140, 0.316, -0.011, -0.029, -0.124, -0.128, 0.289, 0.009, -0.134, -0.105, -0.072, 0.287, 0.041, -0.076, -0.115, -0.135, 0.287]}

- What is the formula in the second record?
  C32H46N3O4P2Ti